Entry P
Formula: C15H26O
Source: OMol25
Level of theory: ωB97M-V/def2-TZVPD

Geometry as XYZ:
```
42
Properties=species:S:1:pos:R:3
C 4.977 1.363 -0.322
C 4.307 0.347 -0.832
C 3.771 -0.826 -0.045
C 4.292 -2.123 -0.690
O 4.154 -0.782 1.317
C 2.232 -0.814 -0.075
C 1.647 0.444 0.573
C 0.152 0.389 0.577
C -0.665 1.242 -0.029
C -0.161 2.426 -0.816
C -2.168 1.140 0.010
C -2.748 -0.030 0.810
C -4.247 0.021 0.786
C -5.057 -0.586 -0.072
C -6.548 -0.428 0.016
C -4.609 -1.473 -1.196
H 5.339 2.172 -0.935
H 5.175 1.439 0.735
H 4.098 0.298 -1.892
H 3.927 -2.220 -1.708
H 3.954 -2.979 -0.111
H 5.382 -2.123 -0.709
H 5.116 -0.795 1.360
H 1.878 -1.694 0.464
H 1.896 -0.884 -1.111
H 2.012 0.491 1.602
H 2.010 1.326 0.047
H -0.253 -0.447 1.129
H 0.336 3.140 -0.160
H 0.553 2.115 -1.576
H -0.985 2.936 -1.309
H -2.534 1.071 -1.020
H -2.562 2.076 0.422
H -2.384 -0.970 0.396
H -2.408 0.041 1.845
H -4.686 0.657 1.544
H -7.023 -1.400 0.151
H -6.938 0.004 -0.905
H -6.829 0.214 0.847
H -4.972 -1.077 -2.145
H -3.529 -1.556 -1.251
H -5.031 -2.471 -1.075
```

Calculated values
Structure (SMILES): C=C[C@@](C)(O)CC/C=C(\C)CCC=C(C)C
Lowest unoccupied orbital energy in eV: 0.85
HOMO energy in eV: -8.7
HOMO-LUMO gap in eV: 9.53

Here is what natural (NBO) gives for the atomic charges, in e: -0.40, -0.20, 0.20, -0.62, -0.72, -0.39, -0.45, -0.20, 0.03, -0.65, -0.41, -0.44, -0.19, 0.03, -0.63, -0.65, 0.20, 0.20, 0.20, 0.21, 0.22, 0.21, 0.47, 0.21, 0.20, 0.23, 0.21, 0.19, 0.22, 0.22, 0.21, 0.21, 0.21, 0.21, 0.21, 0.19, 0.21, 0.21, 0.21, 0.21, 0.21, 0.21

Entry Q
Formula: C15H26O
Source: OMol25
Level of theory: ωB97M-V/def2-TZVPD

Geometry as XYZ:
```
42
Properties=species:S:1:pos:R:3
C 3.970 1.461 -0.642
C 2.945 1.495 0.258
C 2.161 3.049 0.373
C 2.554 0.587 1.001
C 2.999 -0.926 1.074
C 1.745 -2.070 1.082
C 1.130 -1.828 -0.544
C 1.983 -2.004 -1.499
C -0.211 -1.670 -0.688
C -1.180 -1.601 0.444
C -1.566 -0.264 0.614
C -2.041 0.708 -0.478
C -1.131 1.480 -1.108
C -3.335 0.568 -1.055
C -4.526 -0.116 -0.065
O -4.771 0.470 1.143
H 3.420 1.745 -1.641
H 4.705 2.188 -0.356
H 4.322 0.593 -0.463
H 1.298 2.835 0.844
H 2.823 3.621 0.950
H 1.755 3.194 -0.636
H 1.538 0.602 1.714
H 3.755 -1.231 0.213
H 3.329 -1.130 2.144
H 1.141 -1.789 1.741
H 2.262 -3.065 0.984
H 2.808 -2.818 -1.397
H 1.506 -2.045 -2.569
H 2.594 -1.071 -1.876
H -0.500 -1.492 -1.640
H -0.967 -1.811 1.413
H -2.217 -1.985 0.008
H -2.286 -0.035 1.477
H -0.696 0.246 1.111
H -1.363 1.782 -2.199
H -0.168 0.842 -1.175
H -0.765 2.462 -0.955
H -3.650 1.105 -1.923
H -4.182 -1.286 0.102
H -5.389 -0.029 -0.698
H -4.755 1.575 0.853
```

Calculated values
Structure (SMILES): CC(C)=CCC/C(C)=C\CC/C(C)=C\CO
Lowest unoccupied orbital energy in eV: 0.78
HOMO energy in eV: -8.3
HOMO-LUMO gap in eV: 9.06

Here is what natural (NBO) gives for the atomic charges, in e: -0.64, 0.04, -0.63, -0.21, -0.45, -0.37, 0.02, -0.68, -0.20, -0.44, -0.42, 0.04, -0.69, -0.26, -0.08, -0.70, 0.22, 0.22, 0.21, 0.20, 0.22, 0.21, 0.18, 0.21, 0.21, 0.17, 0.22, 0.23, 0.23, 0.23, 0.19, 0.23, 0.20, 0.24, 0.19, 0.22, 0.23, 0.25, 0.19, 0.17, 0.16, 0.46

Which of them is most stable? Easy: entry P.

Entry P
Formula: C2H10N2O2
Source: OMol25
Level of theory: ωB97M-V/def2-TZVPD

Geometry as XYZ:
```
16
Properties=species:S:1:pos:R:3
C -0.768 1.143 0.696
N -1.556 1.322 -0.534
C 1.064 -1.645 -0.074
N 1.332 -1.317 1.106
H -0.645 0.036 0.850
H -1.304 1.578 1.543
H 0.214 1.624 0.537
H -2.534 1.271 -0.239
H 0.320 -2.415 -0.335
H 1.611 -1.173 -0.894
H -1.935 -1.351 -2.211
H -1.517 0.425 -1.089
O -1.538 -1.158 -1.345
H 1.702 -0.305 1.056
H 3.093 1.268 0.694
O 2.462 0.696 0.239
```

Calculated values
Lowest unoccupied orbital energy in eV: -4.77
HOMO energy in eV: -8.7
HOMO-LUMO gap in eV: 3.90

Here is what natural (NBO) gives for the atomic charges, in e: -0.45, -0.63, 0.00, -0.39, 0.23, 0.20, 0.24, 0.35, 0.25, 0.25, 0.44, 0.40, -0.91, 0.41, 0.45, -0.86

Entry Q
Formula: C2H10N2O2
Source: OMol25
Level of theory: ωB97M-V/def2-TZVPD

Geometry as XYZ:
```
16
Properties=species:S:1:pos:R:3
H -1.814 -0.523 0.532
N -0.821 -0.278 0.560
C -0.562 0.123 -0.638
N 0.595 -0.091 -1.318
C 0.969 -1.492 -1.514
H -1.357 0.640 -1.195
H 0.682 0.497 -2.133
H 0.830 -2.053 -0.597
H 0.282 -1.926 -2.253
H 1.969 -1.678 -1.881
O 0.837 -0.935 2.624
H 1.403 -0.251 2.961
H 0.278 -0.527 1.923
O -1.280 3.074 0.729
H -0.577 3.291 1.348
H -1.435 2.130 0.854
```

Calculated values
Structure (SMILES): [H]/N=C/NC.O.O
Lowest unoccupied orbital energy in eV: 0.60
HOMO energy in eV: -9.5
HOMO-LUMO gap in eV: 10.09

Here is what natural (NBO) gives for the atomic charges, in e: 0.36, -0.78, 0.34, -0.61, -0.42, 0.14, 0.38, 0.24, 0.18, 0.21, -0.98, 0.45, 0.49, -0.95, 0.47, 0.47

Which of them is most stable? Easy: entry Q.

Entry P
Formula: C2H10N2O2
Source: OMol25
Level of theory: ωB97M-V/def2-TZVPD

Geometry as XYZ:
```
16
Properties=species:S:1:pos:R:3
C 1.440 0.897 -0.730
N 1.924 -0.105 0.085
C 1.284 -0.376 1.221
N 0.335 0.449 1.750
H 0.818 1.733 -0.256
H 0.885 0.325 -1.572
H 2.411 1.421 -1.140
H 1.717 -1.229 1.824
H -0.397 -0.175 2.095
H -0.014 1.170 1.264
O -1.931 0.167 0.488
H -2.556 -0.391 0.913
H -1.506 -0.194 -0.234
O -1.818 -1.280 -1.706
H -1.667 -0.908 -2.614
H -0.925 -1.505 -1.391
```

Calculated values
Structure (SMILES): C/N=C\N.O.O
Lowest unoccupied orbital energy in eV: 0.46
HOMO energy in eV: -8.7
HOMO-LUMO gap in eV: 9.15

Here is what natural (NBO) gives for the atomic charges, in e: -0.44, -0.52, 0.25, -0.80, 0.15, 0.18, 0.21, 0.19, 0.39, 0.39, -0.97, 0.48, 0.48, -0.94, 0.49, 0.47

Entry Q
Formula: C2H10N2O2
Source: OMol25
Level of theory: ωB97M-V/def2-TZVPD

Geometry as XYZ:
```
16
Properties=species:S:1:pos:R:3
C -0.951 -2.153 0.880
N -0.114 -1.027 0.477
C 0.693 -1.116 -0.501
N 0.920 -2.049 -1.481
H -1.194 -2.934 0.143
H -0.487 -2.751 1.671
H -1.847 -1.659 1.238
H 1.495 -0.354 -0.478
H 1.611 -1.754 -2.147
H 0.677 -3.023 -1.480
O -0.316 1.845 1.159
H -0.590 2.159 2.017
H -0.447 0.889 1.044
O -0.055 3.620 -0.749
H 0.119 2.891 -0.094
H -0.243 4.378 -0.185
```

Calculated values
Structure (SMILES): C/N=C\N.O.O
Lowest unoccupied orbital energy in eV: 0.70
HOMO energy in eV: -9.5
HOMO-LUMO gap in eV: 10.22

Here is what natural (NBO) gives for the atomic charges, in e: -0.45, -0.54, 0.30, -0.84, 0.17, 0.20, 0.21, 0.17, 0.40, 0.40, -0.99, 0.48, 0.52, -0.98, 0.50, 0.45

Entry R
Formula: C2H10N2O2
Source: OMol25
Level of theory: ωB97M-V/def2-TZVPD

Geometry as XYZ:
```
16
Properties=species:S:1:pos:R:3
C 0.783 -0.301 -1.317
N 1.310 -1.586 -0.937
C -1.070 0.511 1.662
N -1.536 1.630 1.349
H 0.993 -0.041 -2.360
H 1.189 0.568 -0.783
H -0.270 -0.273 -1.014
H 2.213 -1.638 -1.392
H -1.448 -0.458 1.289
H -0.172 0.429 2.282
H 1.379 -1.150 2.218
H 1.220 -1.598 0.107
O 1.056 -0.648 1.443
H -1.972 1.578 0.372
H -2.154 1.717 -1.746
O -1.521 1.260 -1.172
```

Calculated values
Lowest unoccupied orbital energy in eV: -4.39
HOMO energy in eV: -8.9
HOMO-LUMO gap in eV: 4.56

Here is what natural (NBO) gives for the atomic charges, in e: -0.44, -0.65, -0.01, -0.44, 0.21, 0.24, 0.27, 0.37, 0.21, 0.27, 0.45, 0.42, -0.89, 0.40, 0.45, -0.85

Which of them is most stable? Easy: entry Q.